Computed, not measured: one molecule with the formula C5H7NOS at a distorted geometry, with the ωB97M-V functional and the def2-TZVPD basis.

Values from the calculation:
LUMO = 0.54 eV
multiplicity = 1
relative energy (zero: lowest compared OMol25 entry of this formula, charge and spin) = 1.517 eV
SMILES = C[C@H]1C(=S)N[C@@H]1C=O

Geometry as XYZ:
```
15
Properties=species:S:1:pos:R:3:forces:R:3:lowdin_charge:R:1
C -1.7761 -0.1189 0.6313 -1.19 0.41 0.07 -0.0581
C -0.5326 -0.3471 -0.1272 -0.14 -1.34 0.37 -0.3434
C -0.2950 0.4174 -1.3720 -1.38 0.86 -1.44 -0.8727
S -1.1224 0.6361 -2.7653 0.25 -0.28 0.20 0.6372
N 0.7830 0.9984 -0.8757 2.19 0.65 1.32 0.0945
C 0.7615 0.2721 0.4247 0.56 -0.34 -1.90 -0.1853
C 1.9498 -0.6408 0.5991 0.32 0.10 1.72 -0.2146
O 2.9020 -0.6897 -0.1302 -0.42 -0.08 -0.16 0.0780
H -2.6321 -0.3870 0.0150 -0.07 -0.08 -0.10 0.0843
H -1.8302 -0.7367 1.5261 0.09 0.22 0.18 0.0879
H -1.8962 0.9477 0.8437 0.01 -0.13 0.33 0.0975
H -0.4350 -1.3876 -0.3639 0.21 -0.83 -0.02 0.1489
H 1.6029 1.3927 -1.3379 -0.55 -0.01 0.05 0.1600
H 0.5633 0.8263 1.3214 0.22 0.69 0.42 0.1434
H 1.9573 -1.1828 1.6110 -0.10 0.16 -1.05 0.1423
```
Positions in Å, forces in eV/Å.

---

Computed, not measured: one molecule with the formula C5H7NOS at a distorted geometry, with the ωB97M-V functional and the def2-TZVPD basis.

Values from the calculation:
LUMO = -0.83 eV
multiplicity = 1
relative energy (zero: lowest compared OMol25 entry of this formula, charge and spin) = 1.339 eV
SMILES = C/C=C\NC(=S)C=O

Geometry as XYZ:
```
15
Properties=species:S:1:pos:R:3:forces:R:3:lowdin_charge:R:1
C -2.8826 1.6235 0.7409 0.92 0.69 -0.04 -0.0986
C -2.5659 0.1582 0.6661 0.25 0.17 -0.23 -0.1408
C -1.3977 -0.4131 0.3735 0.14 0.39 0.04 -0.0974
N -0.2226 0.3347 0.0964 -0.45 -0.04 0.13 0.0186
C 0.9947 -0.0733 -0.2653 0.37 -0.45 -0.14 -0.7952
S 2.2462 0.9582 -0.5460 -0.05 -0.08 0.02 0.6817
C 1.3007 -1.5641 -0.4323 -0.19 -0.19 0.03 -0.2560
O 0.5534 -2.4722 -0.1661 0.32 0.39 -0.09 0.0571
H -3.7551 1.8802 0.1447 -0.14 -0.10 0.01 0.0706
H -3.0861 1.9036 1.7801 -0.10 0.01 -0.12 0.0775
H -2.0668 2.3154 0.3899 -0.63 -0.79 0.28 0.0781
H -3.3886 -0.5101 0.8788 0.00 -0.09 0.00 0.0986
H -1.2597 -1.4788 0.3485 -0.06 -0.01 0.00 0.0989
H -0.2670 1.3410 0.1785 -0.23 0.00 0.04 0.1067
H 2.3194 -1.7358 -0.8271 -0.15 0.10 0.07 0.1002
```
Positions in Å, forces in eV/Å.

---

no.,Kohn-Sham gap (eV),HOMO energy (eV),E_tot (eV)
1,9.034,-8.49,-19670.08610
2,7.805,-8.64,-19670.26359